Below is a single C6H12O molecule, with properties calculated with ωB97M-V/def2-TZVPD.

Its total energy is -311.014774 Eh. The HOMO energy comes out at -10.130 eV. Its frontier orbital gap is 11.4 eV. The value obtained for the energy relative to the best compared isomer or geometry (same formula, charge and spin) is 27.9 kcal per mole. The spin multiplicity is 1. As for the total charge: 0.

Last column: Mulliken charge in e.
Cartesian coordinates (Å):
H1 -0.07188 2.61627 0.47371  0.31
H2 -0.54546 1.69375 -2.41933  0.36
H3 0.97473 -3.44030 1.28525  0.33
H4 0.82400 0.21016 -1.12413  0.29
H5 0.28469 -0.22046 1.87252  0.33
H6 -0.75721 -3.70041 1.00200  0.31
H7 0.23963 -2.00496 -0.67277  0.33
C1 -0.29298 1.84842 -0.27771  -0.24
O1 -1.14401 -0.90586 0.47575  -0.45
C2 0.67280 0.66299 -0.13554  -0.84
H8 1.65957 1.00045 0.20551  0.35
C3 -0.24721 2.44715 -1.68032  -1.32
H9 -1.30939 1.49354 -0.07675  0.28
C4 0.14917 -0.39983 0.80219  0.09
C5 -0.00876 -2.95916 1.30096  -1.30
H10 -0.92661 3.30010 -1.77436  0.36
C6 -0.03221 -1.78555 0.36330  0.17
H11 0.76164 2.78455 -1.94425  0.31
H12 -0.23053 -2.64084 2.32397  0.33